An isolated molecule of C4H6Cl2F2 in a non-equilibrium geometry. Source: OMol25; level of theory: ωB97M-V/def2-TZVPD.

Geometry as XYZ:
```
14
Properties=species:S:1:pos:R:3:forces:R:3
H -0.863314 1.797104 1.829912 0.3610 -0.2345 -0.9077
F -0.578390 -1.096889 1.528574 -0.7218 0.7509 -1.3080
C -0.609261 -0.668837 0.166759 -0.1735 0.6702 1.4013
C -0.646107 1.888296 0.722776 -2.3203 -2.5436 4.0000
H -0.085435 2.765250 0.653488 0.6335 1.3822 -0.8673
F -0.002639 1.250387 -1.145853 1.0966 -1.2622 -2.7004
C 1.592332 0.443736 0.594110 -3.2888 3.7897 0.1270
H -0.046955 -1.409689 -0.319750 0.6481 -0.7281 -0.8642
H 1.452922 0.090882 1.607586 0.4920 -0.1681 0.1442
H 2.023999 1.508598 0.590414 -0.0125 -1.8711 -0.1152
Cl -2.171758 -0.622191 -0.586048 -0.7893 -0.3204 0.2944
H -1.647043 1.815701 0.272557 0.3951 1.0342 -0.0347
Cl 2.296568 -0.683054 -0.447144 1.4914 -0.9767 -0.9345
C 0.041922 0.710110 0.097282 2.1883 0.4774 1.7651
```
Forces are in eV/Å.

Properties
Frontier orbital gap in Ha: 0.424
LUMO energy in eV: 0.84
SMILES: C[C@@](F)(CCl)[C@@H](F)Cl
ΔE to the lowest compared entry with this formula, charge and spin in eV: 1.015



A 19-piece molecular cluster, C53H144O19 overall in a non-equilibrium geometry. Source: OMol25; level of theory: ωB97M-V/def2-TZVPD.

Geometry as XYZ:
```
216
Properties=species:S:1:pos:R:3:forces:R:3
H -3.614452 -3.177337 -5.052688 0.0813 -0.1469 0.1858
H -5.541631 -2.973209 2.901346 0.0730 0.3479 0.0667
O -3.313402 1.163266 -2.554716 -0.2518 -0.2620 0.3814
H 3.478893 1.705393 1.088989 -0.5365 0.1882 0.3567
O -2.937327 6.009974 -4.750678 -2.4083 -1.2481 -3.9011
C 2.683321 5.496762 0.912994 1.5178 0.7918 0.6312
H -4.767806 3.698049 3.422013 -0.2808 -0.2357 0.5759
H 4.202865 2.573193 -4.581494 0.1294 -0.3514 0.3575
H -5.465514 8.401112 0.271864 -0.2358 0.1058 0.5705
C -4.122590 -2.568368 -4.304987 -0.5451 0.4936 -1.1941
H 3.218862 -2.567136 -3.681854 0.2553 -0.0756 -0.6623
H 2.182064 -7.617886 1.307976 -0.1842 -0.1284 0.4309
C -4.036214 -3.832229 -2.159272 -0.3126 -1.1297 -0.2668
H -3.558285 -2.324739 4.225711 -0.4698 -0.3837 -0.4363
H -1.937330 1.380291 1.776991 0.1997 -0.4224 -0.0010
O 2.023925 3.520518 6.325366 -0.5128 -0.6003 -0.3348
H 6.811469 4.835737 -1.966811 0.0941 -0.0137 0.0142
H 0.270394 -1.667922 1.657857 -0.2022 0.7596 -0.2933
H -1.184544 2.708234 5.293889 -0.2630 1.1447 0.4928
H 3.257493 1.435134 4.915152 0.8881 -0.1157 0.1392
H 3.690449 5.156664 0.671904 -0.0976 -0.5215 -0.1886
H -0.556857 5.325528 5.180417 0.0641 0.6482 0.1808
C -3.108986 -2.244163 3.235887 1.0574 1.6324 -1.2586
H -0.252822 4.864568 1.076569 -0.6353 0.3283 0.1283
H 6.776240 -0.278375 1.357174 0.2211 0.2806 -0.4709
C 2.810336 -1.558284 -3.740357 1.2656 0.1566 0.8685
C -0.020257 -7.175996 -6.126327 0.8195 1.3179 0.8659
C 3.170051 -7.242461 3.977401 -1.1702 0.5095 -0.2950
H -1.687470 7.767127 0.215060 -0.1790 -0.3431 0.9817
H 4.943564 -3.353486 0.807577 0.0859 -0.0025 -0.0733
H -4.152257 1.479460 2.431144 -0.4987 0.0434 0.3496
H 7.311752 -3.826447 1.641173 -0.2425 0.1253 -0.2155
H 2.673460 5.677518 1.987861 -0.1148 -0.2632 0.1413
C 1.519047 4.664897 0.485316 1.0944 0.6002 -0.3923
C -1.868439 4.776014 -3.068133 -0.3802 -0.4702 0.2226
H 2.381350 -5.217882 3.219579 0.5886 0.0169 0.5179
H -3.898236 -0.697652 -2.462426 0.0321 0.4993 0.0952
H -3.761236 -4.738590 -2.698720 0.8406 -0.0687 0.3008
C -0.095616 2.739185 5.330936 0.1734 -0.3539 0.4790
H 3.967872 4.228677 -4.182430 0.0544 0.2268 -0.1965
H -0.859263 -1.072604 -8.239508 0.1218 -0.1208 0.0641
H -0.396894 2.216876 0.334204 -0.4342 -0.1298 0.1966
C 4.294204 3.279840 -3.756615 -0.9591 1.0134 -0.4181
H 3.548471 3.102062 -2.981779 0.2105 -0.4174 0.1793
H 3.056663 2.704199 3.796969 0.0393 0.0011 -0.3027
H -1.212053 -0.839831 5.670715 -0.3895 0.0237 -0.2100
H -5.192604 -2.776045 -4.312136 -0.0319 -0.1920 -0.0565
H 0.983662 5.966975 5.992733 -0.5485 0.4629 0.0152
H 3.002383 -7.035177 5.034299 0.0403 -0.1703 0.0210
C -3.186534 0.467259 -7.286179 0.2807 -0.3491 0.1164
H -1.716058 -2.636943 -8.074161 -0.1885 0.1518 -0.4626
H -0.656126 6.813294 -4.681223 0.6088 -1.2597 0.5407
H -2.305630 -1.525621 3.398456 0.3928 0.0829 0.0649
H -0.636169 7.220078 -2.844798 0.5778 -0.3078 -0.2675
C 0.140946 -1.976705 6.807495 0.3353 1.4613 -0.2449
H 1.522002 3.723031 1.033922 -0.2219 -0.0689 0.2114
O -3.209795 -1.520006 0.922441 0.5169 -0.1070 -0.0094
H -4.708694 -1.174227 -7.414425 -0.6020 -0.5347 0.0557
H -3.602635 8.517033 2.858078 -0.1877 0.0558 0.0639
C -3.045062 -0.845481 -8.098370 3.9021 0.6856 -0.3998
H -3.047481 -0.770216 -9.185772 0.1907 1.0276 -0.2377
H -3.723588 6.548413 -4.866766 0.1219 -0.0234 0.1030
C 5.862018 4.774228 -2.498664 0.4197 -0.5311 -0.1763
C 3.179845 1.622208 3.844140 -1.2728 -0.3015 0.8275
C -1.196540 7.040867 -3.762382 -0.0106 1.5626 0.4410
H -1.230930 -0.302493 7.312171 0.3672 -0.1176 0.2264
H 6.270039 3.392481 -4.163707 0.8467 0.3538 0.2688
H 6.066631 -1.574776 2.969570 0.8528 -0.2717 0.4551
H 5.057548 4.943082 -1.782830 -0.0734 0.0027 -0.0721
H 0.646280 4.376233 -1.546737 -0.1575 -0.1442 0.3192
C -3.763184 3.291801 3.539475 -0.5172 0.4138 -0.2335
O -0.502688 -4.674877 1.972930 -0.5157 -1.1916 2.1386
O 4.962122 -0.312254 -3.373871 -0.7106 0.3086 -0.8845
H 0.246885 -8.031892 -5.506509 -0.8818 -0.3401 -0.0271
H 4.328495 0.026735 2.809775 -1.2901 -0.1108 -0.7920
H 0.190320 4.055402 7.076655 -0.1951 -0.3074 0.1553
H -2.503116 1.351263 -4.393840 0.4549 0.2303 -0.1404
H -2.261839 -0.210137 -3.755689 0.1969 -0.3112 0.4838
H -4.038005 -1.526926 -4.615364 0.0882 0.0800 -0.4299
O 0.875977 -2.411985 1.622647 0.7748 -1.0853 0.3011
C 0.651304 3.895791 6.101913 -0.4048 -0.8580 -0.8898
H -1.312441 1.187983 -3.093381 -0.0787 -0.2136 0.1071
O -3.320116 8.601593 1.944500 -0.7030 0.9420 0.9457
H 2.760625 -1.143206 -4.747012 -0.0139 -0.3392 -0.0420
C 1.539008 -2.434790 2.874756 0.0501 0.7646 1.1604
H -5.931215 -2.075342 1.414099 -0.3600 -0.3564 -0.1017
C -1.546258 -6.012769 -4.333319 0.0746 -0.4431 -1.0038
C -3.976313 -1.671357 2.079365 -1.4093 -1.4085 2.5223
H -3.577447 2.773228 4.480049 -0.5668 -0.2232 -0.0290
H -3.446097 6.600016 1.800738 -0.4785 -0.4145 0.1368
H 4.488182 -0.387415 -0.868879 0.0298 0.1382 -0.0231
H -3.678647 -3.810348 -1.129828 0.1516 -0.2544 -0.0878
H 4.263480 -1.936650 1.641343 -0.4017 -0.1919 -0.1448
H 5.359836 0.604018 4.537695 -0.0727 0.0447 0.0325
H -3.145689 6.538001 -2.865316 0.3135 0.1162 0.5803
C -0.768330 0.082002 -0.139490 1.0198 -0.6819 -2.2102
H -0.333354 -3.535700 5.479910 0.0593 -0.1133 -0.0401
H -3.093536 0.204278 -6.232471 -0.0084 -0.2769 0.1321
O 5.937967 2.243107 -2.483406 0.2615 0.8328 0.3413
C -0.061306 -3.420839 6.529139 -0.2881 -0.8017 0.5184
H 0.113459 2.641465 4.265645 0.7256 0.2265 0.0451
H 2.264114 -3.230000 3.047827 -0.1846 -0.0933 -0.8475
C 2.395284 -6.602337 1.641610 0.9475 0.4764 -0.4897
C -0.208750 -1.135744 -0.967830 -0.0851 1.2647 -0.6473
O -2.191632 1.912659 2.534296 0.5757 0.1671 -0.0508
C 0.510091 5.208031 5.369963 0.4199 -0.1933 -0.0866
C 3.956452 -1.144920 -1.444695 -0.0781 -1.3762 0.8597
O 5.493600 1.173096 3.776224 1.2099 1.1146 -0.4694
H 2.811490 -8.243041 3.735802 -0.2438 -0.0980 0.2861
C -1.340606 -6.430694 -5.832815 0.3253 -0.3763 0.7349
H -1.450344 8.033985 -4.133043 -0.9636 0.4200 0.5862
C -3.518851 2.364077 2.365092 0.4041 0.4219 -0.1805
H -1.768737 0.308482 -0.508256 -0.2634 0.1769 -0.1117
O 0.728364 -1.669019 8.046785 0.5306 -0.8306 1.1306
H -1.513759 -1.050121 1.219229 -0.8424 -0.0777 -0.2965
O -2.348439 -7.291260 -6.276747 -0.9029 -0.6014 -0.2042
O -4.021021 -1.714639 -7.810212 -3.0119 -1.4775 1.4645
O 0.914141 -6.569701 3.573807 0.0575 -0.5793 0.6044
H -1.588642 -6.896756 -3.697020 0.7119 -0.0195 0.1096
C 3.706036 -0.637086 -2.858251 -1.7304 -1.4217 1.7331
C 6.298212 -2.176947 2.091004 -0.2186 -1.2271 -0.9827
H 5.142919 0.501214 -2.897245 0.9353 0.5328 -0.2061
H 1.027608 5.261313 4.412139 0.0077 -0.4052 -0.1482
C -2.394197 6.125760 -3.538688 2.0559 0.8010 2.1319
H -2.030719 -1.810396 6.889587 0.0044 -0.0663 0.1169
H 6.521125 -1.450964 0.028844 -0.0003 -0.0371 0.0045
C 4.365632 1.914102 1.687519 0.3289 -1.0230 -0.3270
H 1.922723 -5.916470 0.938507 -0.6873 0.1072 0.4300
H 4.445828 2.987844 1.857066 0.1800 -0.1182 0.0137
H -4.157530 0.956066 -7.365767 -0.1688 -0.0860 -0.4430
O 0.442993 5.499341 0.890841 -0.8614 -0.8948 -0.3259
H -4.903406 -3.517701 1.378609 0.1363 -0.0746 -0.1410
H 0.773135 -6.494245 -5.820007 0.2351 0.3566 -0.1875
H -2.426796 1.236190 -7.426385 0.0931 -0.1892 -0.4893
H 2.262213 4.977902 -1.591265 -0.0350 0.6427 0.3193
C -3.614879 -2.607278 -2.918076 -1.1233 -0.3695 0.9717
C -5.206288 7.448243 0.733329 1.4341 -0.6494 0.3705
H 7.994730 -1.544402 1.037545 -0.0277 0.3378 -0.1434
C 5.700552 3.455171 -3.236424 -1.1242 -1.1914 -0.5288
H -3.736258 -1.562334 0.120787 -0.3412 -0.0073 -0.3918
H 0.849624 -1.607218 6.066318 0.0271 0.1553 -0.4743
H -1.476052 -7.080759 1.592472 -0.3108 -0.2277 0.7228
H 0.043878 1.764722 5.798984 0.7629 -0.0577 0.0736
H -2.628341 -3.137270 2.836608 -0.1899 -0.3578 0.5096
O 7.240867 -3.214016 2.377032 -0.0466 -0.0488 1.3366
H 4.637856 -3.423186 2.561742 -0.1606 -0.0139 -0.0622
H -2.649102 4.029203 -2.923401 -0.3034 0.0032 -0.3833
H -2.853137 6.514019 -0.325408 0.6274 -0.2084 -0.5645
C -3.698572 7.468061 1.191756 -0.3732 0.3789 1.2836
H 2.203411 1.151210 3.730878 -0.2206 0.0787 -0.9811
H -3.029975 3.689521 0.664173 0.3648 -0.1384 0.0539
H -0.785680 -5.270858 -4.090019 0.1760 -0.2990 0.4500
H -3.580179 2.007008 0.313109 0.0988 0.2373 -0.5007
H -1.382469 -5.517373 -6.426287 0.2917 0.2147 -0.1733
H 1.042118 1.293951 0.313380 0.2711 -0.2676 -0.5022
H -1.175968 4.429964 -3.835487 0.0877 -0.1930 0.0790
H 3.437389 -6.406553 1.389035 0.4176 -0.2664 0.1295
H 4.529587 -2.067129 -1.349020 0.4729 -0.0431 -0.5446
H 0.840188 -2.507975 3.708067 -0.3592 -0.1918 0.0039
H -4.707298 3.309381 0.708145 -0.2564 -0.2492 0.3121
H -5.110839 -4.014550 -2.152617 -0.3286 0.8557 0.1836
C -2.740741 7.507310 0.109165 0.2734 -0.8413 -3.5429
H 1.813960 -1.686358 -3.317346 -0.0621 0.5114 0.0737
C -2.243066 -6.317873 1.459112 -0.0328 0.1760 -0.4931
H -4.029229 1.502841 -3.096827 -0.2137 0.1138 0.2691
H -0.261555 -4.288180 -0.637062 -0.0366 -0.0537 0.1028
H 2.636321 6.502201 0.494680 -0.3438 -0.0076 -0.3423
H -2.525645 -2.569662 -2.933681 0.2131 0.5551 0.4120
H 0.906543 -0.725762 8.035413 0.0324 0.0103 0.1265
C -1.691332 -1.592199 -7.764334 -0.5803 0.7878 0.0016
H -0.900382 -3.790764 7.118383 -0.0274 -0.1709 0.0854
H -1.358987 -5.666881 -1.019794 -0.3560 0.5605 -0.4848
H 0.308358 -6.079200 3.013435 -0.2232 0.4711 -0.2140
C -1.148850 -1.199135 6.697852 -0.7445 0.3249 -1.1634
H 0.051608 -6.011315 -0.247339 0.3395 0.2704 0.7213
H 4.241828 -7.314556 3.792498 -0.0406 0.8235 -0.3597
O -0.826149 -0.385190 1.137593 0.3885 0.5673 3.1617
H 2.054651 3.371737 -1.183169 -0.2485 -0.3286 0.2649
C -1.504748 -5.049229 1.069235 1.3091 0.3680 -2.3402
H -2.508103 -5.548456 -4.115699 -0.1467 0.2271 -0.6758
H -3.002966 -6.184870 2.229157 0.7573 -0.0270 0.7808
H -3.138358 4.179323 3.639554 0.4814 -0.0569 -0.7390
H -1.375132 4.771570 -2.096169 0.2318 0.5547 -0.0877
H 0.804505 -4.042459 6.757312 0.0928 0.1382 -0.1379
C 1.593704 4.343962 -1.008750 0.1935 -0.1433 -0.6911
H 2.601803 4.281117 6.420985 -0.2640 0.2564 -0.0231
H 0.704078 -1.527809 -0.519340 0.3775 0.5748 -0.3763
C -0.697594 -5.220185 -0.277420 -1.6146 -0.9907 -0.0683
H -3.075404 8.179298 -0.681113 -0.2251 0.2570 -0.1078
H -5.415911 6.691721 -0.022879 0.4835 -0.1675 -0.2120
H 5.869490 5.540993 -3.273338 -0.1268 0.2175 0.2229
H -1.520644 -1.653976 -6.689556 -0.0433 0.3370 0.1836
H 6.706909 2.394769 -1.929039 0.1896 -0.2027 0.1047
H -2.894679 -6.695868 0.671321 0.3318 0.2610 -0.6661
C -2.278118 0.838491 -3.458664 0.0383 0.5717 -1.2037
H 0.131722 1.761119 -1.230217 0.5220 -0.2524 -0.0205
H 0.180481 -7.396293 -7.174792 -0.5206 -0.0404 0.0300
C 2.224251 -6.293488 3.138963 0.6384 -1.1705 -0.9707
H -2.182895 -4.204463 0.948433 -0.3790 0.0280 -0.1399
C 4.306068 1.103788 2.975752 0.0746 -0.1659 1.1414
H -0.136080 -0.784755 -1.997212 0.7256 -0.2097 -0.2109
C 4.945221 -2.781897 1.735680 0.2435 0.4304 0.0903
O -4.294222 -1.536604 -2.215523 0.8939 -0.3586 0.4055
C -3.724831 2.893227 0.931002 0.0612 0.0252 0.5423
H 5.114713 1.517788 1.002013 0.6195 0.3796 0.2439
H -4.505358 -0.763652 2.369654 0.7536 0.6914 0.1006
C 6.931163 -1.305976 1.028317 -0.2581 0.6046 0.2152
C -5.151989 -2.620992 1.946244 -0.3946 -0.2427 -1.0782
C 0.087821 1.401197 -0.202286 -1.0082 -0.9650 0.2163
H 3.073034 -1.421914 -0.869420 -0.5261 0.4232 -0.1274
H -3.186035 -6.822257 -6.284445 -0.1284 0.0068 0.0271
H -5.787819 7.086712 1.581396 -0.4032 0.8133 0.0789
H -0.810589 -2.041094 -1.046755 -0.8752 0.3120 0.4770
H 3.049384 0.173614 -2.542531 0.1539 1.2487 -1.0824
H 2.050411 -1.488398 3.050602 0.2866 0.1367 -0.1700
H -0.129157 -3.812015 1.779150 0.3027 0.5694 -0.4593
```
Forces are in eV/Å.

Properties
Frontier orbital gap in Ha: 0.344
LUMO energy in eV: -0.04
ΔE to the lowest compared entry with this formula, charge and spin in eV: 2.775



A 2-piece molecular cluster, C3H3ClIN overall in a non-equilibrium geometry. Source: OMol25; level of theory: ωB97M-V/def2-TZVPD.

Geometry as XYZ:
```
9
Properties=species:S:1:pos:R:3:forces:R:3
H -2.065989 -0.176251 0.149309 0.7040 0.1892 -0.6901
N 0.873806 1.244378 1.318151 1.4399 3.1741 1.7497
Cl 1.088202 -2.140435 0.176638 -0.7450 0.8011 0.1885
H 1.020011 1.874603 -0.489422 0.8727 0.6478 -1.1580
H -1.801540 -1.777486 -0.573895 0.6041 -0.3869 -0.7844
C 0.362273 0.284336 1.042440 -0.8974 -2.1243 -0.8978
I 1.953966 2.425839 -1.781481 -0.6880 -0.3668 0.7363
C -1.309340 -0.892633 -0.218811 -1.2714 0.2612 2.3084
C -0.121390 -0.842349 0.377071 -0.0189 -2.1954 -1.4527
```
Forces are in eV/Å.

Properties
Frontier orbital gap in Ha: 0.333
LUMO energy in eV: -0.57
SMILES: C=C(Cl)C#N.I
ΔE to the lowest compared entry with this formula, charge and spin in eV: 1.237



Question: Which of these has the highest ΔE to the lowest compared entry with this formula, charge and spin?
Answer: C53H144O19



Question: Among the records above, which one has the lowest LUMO energy?
Answer: C3H3ClIN